[1]
{"formula": "C52H46CaCl4N4Si2Te2", "method": "wB97M-V/def2-TZVPD", "symbols": ["Ca", "Cl", "C", "C", "C", "C", "C", "C", "C", "C", "C", "C", "C", "C", "C", "C", "C", "C", "Cl", "C", "C", "C", "N", "C", "C", "C", "C", "C", "C", "Cl", "C", "C", "C", "C", "C", "C", "N", "C", "C", "C", "C", "C", "N", "C", "C", "C", "C", "Cl", "C", "C", "C", "C", "N", "H", "H", "H", "H", "H", "H", "H", "H", "H", "H", "H", "H", "H", "H", "H", "H", "H", "H", "H", "H", "H", "H", "H", "H", "Te", "C", "Si", "C", "C", "C", "Te", "C", "Si", "C", "C", "C", "H", "H", "H", "H", "H", "H", "H", "H", "H", "H", "H", "H", "H", "H", "H", "H", "H", "H", "H", "H", "H", "H"], "positions_angstrom": [[-0.716110, -0.560343, 0.995570], [2.643307, -7.735054, -4.286873], [1.912772, -6.505311, -3.272046], [2.724765, -5.600971, -2.606828], [2.140791, -4.629054, -1.813734], [0.753018, -4.529025, -1.676459], [-0.027532, -5.484372, -2.329190], [0.538393, -6.462376, -3.135900], [0.156620, -3.454865, -0.844990], [0.703934, -3.395756, 0.536783], [1.414816, -4.401743, 1.204859], [1.652171, -3.934799, 2.510998], [1.070501, -2.661121, 2.597263], [0.938719, -1.835803, 3.825538], [1.705146, -2.382530, 4.980505], [3.077638, -2.164720, 5.083355], [3.810528, -2.654820, 6.152370], [3.156851, -3.380542, 7.132940], [4.072549, -3.999446, 8.495656], [1.799845, -3.628854, 7.058655], [1.086250, -3.132987, 5.975693], [0.182176, -0.714068, 4.051367], [-0.526994, 0.009087, 3.109514], [-1.110355, 1.099125, 3.672288], [-1.874989, 2.068821, 3.031642], [-2.246019, 3.269733, 3.815658], [-1.281110, 4.042374, 4.464722], [-1.620501, 5.158826, 5.217946], [-2.948771, 5.522040, 5.313875], [-3.389580, 6.945486, 6.242492], [-3.938708, 4.786353, 4.679956], [-3.583781, 3.672534, 3.940766], [-2.413774, 2.036506, 1.645925], [-3.071919, 3.032380, 0.974176], [-3.611646, 2.454626, -0.247101], [-3.031258, 1.117871, -0.294652], [-2.375865, 0.889750, 0.844714], [-2.926075, 0.274055, -1.517735], [-2.241331, -0.919706, -1.690557], [-2.144157, -1.651988, -2.975234], [-1.294076, -2.675181, -2.813182], [-0.824312, -2.664398, -1.410351], [-1.461222, -1.603211, -0.798056], [-3.383784, 0.922961, -2.787678], [-4.723152, 1.039672, -3.157110], [-5.092420, 1.656846, -4.344368], [-4.111081, 2.148482, -5.184083], [-4.570353, 2.933409, -6.686631], [-2.770245, 2.027622, -4.867987], [-2.423167, 1.419638, -3.671252], [-0.795081, 1.048940, 5.121892], [-0.015226, -0.021489, 5.338788], [0.521112, -2.351768, 1.390587], [3.799331, -5.652595, -2.717095], [2.765029, -3.913574, -1.294063], [-1.099253, -5.470390, -2.186888], [-0.081066, -7.190364, -3.642098], [1.693202, -5.366092, 0.806613], [2.151372, -4.466840, 3.306877], [3.570674, -1.596268, 4.305870], [4.873727, -2.473633, 6.230375], [1.311005, -4.205479, 7.831878], [0.024359, -3.324014, 5.897477], [-0.238948, 3.768308, 4.362818], [-0.857074, 5.746543, 5.710049], [-4.977269, 5.074337, 4.774899], [-4.353732, 3.082484, 3.460784], [-3.254246, 4.039390, 1.306148], [-3.817733, 3.024513, -1.140852], [-2.673654, -1.391182, -3.879060], [-0.984581, -3.365452, -3.579474], [-5.482632, 0.646930, -2.495561], [-6.135453, 1.747836, -4.613417], [-2.012510, 2.400699, -5.543429], [-1.374242, 1.302454, -3.415126], [-1.174077, 1.731443, 5.865784], [0.371470, -0.353242, 6.291025], [-5.703721, 1.484916, 0.297498], [3.899860, 0.401405, -5.926891], [2.489990, -0.116026, -4.796457], [0.869825, 0.270021, -5.644740], [2.608731, -1.952310, -4.473450], [2.613569, 0.813191, -3.181385], [1.037278, 0.165011, -1.879430], [0.357828, 2.156106, -1.426322], [1.375058, 3.144072, -0.199936], [3.078400, 3.478422, -0.916252], [0.492894, 4.764235, 0.104026], [1.571716, 2.243576, 1.411234], [3.806892, -0.110200, -6.886847], [4.868400, 0.136748, -5.501952], [3.898364, 1.474574, -6.117719], [0.836932, -0.190098, -6.634134], [0.729324, 1.345502, -5.770551], [0.027766, -0.108370, -5.063236], [2.445359, -2.523857, -5.389159], [1.857851, -2.283061, -3.752707], [3.586673, -2.228353, -4.075282], [2.456202, 1.880837, -3.337569], [3.577068, 0.684763, -2.690009], [-0.665540, 2.030413, -1.056765], [0.266608, 2.680189, -2.380996], [3.027410, 3.965968, -1.891155], [3.633395, 2.547047, -1.034708], [3.648318, 4.125091, -0.245942], [0.369409, 5.340656, -0.814431], [1.037279, 5.379213, 0.822569], [-0.500062, 4.564099, 0.511484], [2.145464, 1.318668, 1.310113], [0.610061, 2.001235, 1.856261], [2.084422, 2.879686, 2.136757]], "forces_ev_per_angstrom": [[0.717, 0.302, -0.116], [-0.011, 0.017, 0.015], [-0.002, -0.036, -0.006], [-0.005, -0.010, -0.021], [0.017, 0.066, -0.081], [-0.061, -0.025, -0.026], [0.008, 0.000, 0.023], [0.048, -0.004, -0.014], [0.063, -0.017, 0.295], [-0.234, 0.061, -0.266], [0.114, -0.094, 0.198], [0.035, -0.152, -0.105], [-0.130, 0.213, 0.234], [-0.009, -0.300, -0.294], [-0.034, 0.019, 0.057], [-0.010, -0.027, -0.027], [0.014, -0.006, 0.027], [0.041, -0.024, 0.042], [-0.014, 0.006, -0.017], [0.011, -0.017, 0.020], [-0.009, 0.031, 0.020], [-0.095, 0.283, -0.036], [0.105, -0.102, 0.195], [-0.059, -0.040, 0.151], [-0.105, -0.078, -0.157], [-0.117, -0.038, 0.030], [-0.008, 0.027, -0.069], [-0.003, 0.022, 0.023], [-0.006, 0.031, 0.007], [0.003, -0.029, -0.004], [-0.017, 0.016, 0.027], [0.069, -0.059, 0.044], [0.195, 0.016, 0.216], [-0.008, 0.013, -0.033], [-0.487, -0.281, 0.156], [0.588, -0.299, -0.637], [-0.441, 0.077, 0.045], [-0.052, 0.307, 0.330], [0.223, -0.335, -0.078], [-0.106, 0.196, 0.007], [0.169, -0.083, 0.188], [-0.063, 0.156, -0.165], [-0.363, -0.139, -0.029], [-0.103, -0.011, -0.022], [0.021, -0.046, 0.038], [-0.001, -0.006, -0.015], [0.000, 0.029, -0.048], [0.003, -0.022, 0.022], [-0.018, 0.007, -0.019], [0.073, 0.014, 0.021], [-0.006, 0.125, -0.137], [0.122, -0.111, -0.010], [0.049, -0.207, 0.154], [0.016, -0.012, -0.012], [-0.002, 0.002, 0.016], [-0.053, 0.052, -0.013], [0.001, -0.014, 0.000], [0.030, 0.004, 0.013], [0.017, -0.026, -0.005], [0.018, 0.018, -0.024], [0.016, -0.001, 0.004], [-0.007, -0.006, 0.015], [-0.041, -0.004, -0.010], [0.031, -0.031, 0.000], [-0.005, 0.019, 0.010], [0.004, 0.020, 0.002], [-0.030, -0.006, -0.088], [-0.135, 0.007, 0.103], [0.008, 0.006, -0.034], [0.029, 0.011, -0.017], [0.018, -0.104, -0.044], [-0.012, 0.036, 0.036], [-0.027, 0.012, -0.018], [0.012, 0.012, -0.024], [-0.076, 0.018, -0.020], [0.033, 0.049, 0.022], [0.016, 0.008, 0.009], [0.033, 0.421, -0.013], [-0.003, -0.079, -0.040], [-0.038, -0.043, -0.016], [-0.022, 0.039, 0.035], [0.007, -0.039, 0.009], [0.158, -0.005, 0.045], [-0.056, 0.129, -0.053], [-0.070, -0.014, -0.025], [-0.037, 0.009, -0.092], [0.028, -0.006, -0.006], [-0.028, 0.002, -0.011], [0.126, -0.086, 0.029], [0.032, -0.009, -0.070], [0.065, -0.011, 0.042], [-0.028, 0.080, -0.001], [-0.011, -0.020, -0.046], [0.002, 0.061, -0.020], [-0.030, -0.032, 0.021], [0.021, -0.024, -0.045], [-0.068, 0.004, 0.035], [0.056, -0.017, 0.013], [-0.010, 0.047, 0.001], [0.063, 0.020, -0.018], [-0.027, 0.010, 0.064], [-0.008, -0.004, -0.030], [-0.008, 0.039, -0.046], [0.036, -0.040, -0.008], [0.023, 0.029, 0.026], [0.002, 0.026, -0.046], [0.028, 0.047, 0.041], [-0.058, -0.006, 0.028], [-0.001, 0.004, 0.000], [-0.222, -0.054, 0.107], [0.071, 0.015, 0.011]], "e_lumo_ev": 3.33, "homo_energy_ev": -0.9, "total_charge": -2}

---

[2]
{"formula": "C52H46N6STc", "method": "wB97M-V/def2-TZVPD", "symbols": ["Tc", "N", "C", "C", "C", "C", "C", "C", "C", "C", "N", "C", "H", "H", "H", "H", "H", "H", "H", "H", "C", "C", "C", "C", "C", "C", "C", "C", "N", "C", "C", "C", "C", "N", "C", "C", "C", "C", "C", "C", "C", "C", "H", "H", "H", "H", "H", "H", "H", "H", "H", "H", "H", "H", "H", "H", "H", "H", "H", "H", "H", "H", "H", "H", "H", "H", "N", "C", "C", "C", "C", "C", "C", "C", "C", "C", "H", "H", "H", "H", "S", "C", "N", "C", "C", "C", "C", "C", "C", "C", "C", "C", "C", "C", "C", "C", "H", "H", "H", "H", "H", "H", "H", "H", "H", "H"], "positions_angstrom": [[-0.321629, -0.234844, 0.195570], [0.137467, -2.220951, -0.815891], [0.308666, -2.079477, -2.250524], [0.253024, -3.134191, -3.140963], [0.347512, -2.877255, -4.504215], [0.399986, -1.566980, -4.962442], [0.403042, -0.499652, -4.070631], [0.136208, 0.918881, -4.513169], [-1.552492, 1.669440, -3.312332], [0.593403, 1.448413, -2.030873], [0.685644, 0.218436, -1.710307], [0.458986, -0.784945, -2.713118], [0.996349, -2.565071, -0.394482], [-0.582440, -2.904604, -0.603880], [0.135956, -4.148463, -2.773478], [0.325035, -3.698200, -5.209769], [0.384648, -1.365443, -6.029691], [0.807341, 1.233173, -5.313891], [-2.086343, 2.616979, -3.198999], [0.870877, 2.186514, -1.280360], [1.766899, 2.875800, 1.171494], [1.189348, 2.390532, 2.474444], [1.836985, 2.654568, 3.674631], [1.261898, 2.290029, 4.884659], [0.018559, 1.681173, 4.898628], [-0.665182, 1.399657, 3.717768], [-2.033992, 0.767800, 3.769022], [-0.044882, 1.740078, 2.519401], [-0.707379, 1.441360, 1.258435], [-1.683028, 2.241194, 0.901922], [-2.119295, 3.479583, 1.632596], [-2.292121, 1.894204, -0.356356], [-3.408145, 2.723637, -0.917088], [-1.808325, 0.841989, -0.944798], [-2.128511, 0.635494, -2.350425], [-2.862287, -0.381152, -2.791107], [-3.563784, -1.354625, -1.885114], [-3.000524, -0.617617, -4.251394], [-2.314594, 0.054178, -5.166555], [-1.406769, 1.173677, -4.767427], [0.015732, 1.903755, -3.304663], [0.382371, 3.341678, -3.629954], [2.732417, 3.355174, 1.328876], [1.102032, 3.609934, 0.701151], [1.917520, 2.051605, 0.473252], [2.794786, 3.165557, 3.654948], [1.777832, 2.493914, 5.815663], [-0.442200, 1.409439, 5.842972], [-2.127376, 0.143194, 4.657592], [-2.234409, 0.139653, 2.901705], [-2.810765, 1.538476, 3.828825], [-1.477906, 3.692282, 2.480747], [-3.143957, 3.379557, 1.999195], [-2.102614, 4.342988, 0.962787], [-4.101057, 2.995077, -0.119073], [-3.953885, 2.172475, -1.682058], [-3.043795, 3.659964, -1.351413], [-3.788197, -0.927744, -0.910802], [-2.948473, -2.241264, -1.700253], [-4.489201, -1.695535, -2.353635], [-3.655773, -1.428873, -4.552966], [-2.401847, -0.196351, -6.218779], [-1.521482, 2.002779, -5.464397], [-0.189378, 3.706182, -4.484859], [1.443229, 3.433438, -3.873248], [0.168715, 3.997488, -2.780925], [-8.130363, -5.421701, 3.829787], [-7.243092, -4.810764, 3.426935], [-6.124236, -4.040375, 2.918473], [-4.821077, -4.480883, 3.129294], [-3.756751, -3.750017, 2.631756], [-3.972185, -2.570165, 1.914642], [-5.286104, -2.133187, 1.722511], [-6.354320, -2.861254, 2.217101], [-2.860683, -1.820039, 1.384380], [-1.912894, -1.193799, 0.957253], [-4.650719, -5.393124, 3.686028], [-2.740055, -4.081125, 2.801040], [-5.460700, -1.209146, 1.186340], [-7.370520, -2.520273, 2.067989], [-0.012740, -1.718487, 3.318360], [0.449876, -1.181586, 1.881813], [1.565595, -0.819712, 1.203933], [2.817780, -1.111692, 1.082188], [3.649830, -0.156328, 0.288154], [3.622441, -0.117523, -1.098054], [4.407650, 0.805889, -1.779160], [5.219737, 1.686146, -1.074868], [5.265118, 1.626134, 0.313002], [4.491533, 0.698210, 0.994328], [3.527901, -2.291760, 1.620673], [2.972019, -3.195402, 2.534104], [3.693436, -4.298013, 2.957742], [4.975492, -4.525417, 2.477622], [5.538244, -3.647726, 1.560890], [4.824799, -2.540516, 1.139079], [3.010492, -0.822617, -1.645214], [4.396238, 0.824987, -2.862734], [5.832177, 2.405372, -1.606214], [5.911828, 2.296002, 0.866044], [4.527504, 0.645032, 2.077754], [1.991592, -3.022001, 2.940517], [3.252939, -4.977242, 3.675814], [5.538275, -5.386548, 2.819074], [6.533054, -3.825284, 1.174388], [5.269391, -1.872712, 0.414623]], "forces_ev_per_angstrom": [[1.929, -0.938, 1.017], [-0.021, 0.177, -0.219], [-0.020, -0.148, 0.196], [0.026, -0.120, -0.038], [-0.017, 0.046, 0.012], [-0.073, 0.029, -0.052], [-0.102, 0.174, -0.123], [-0.218, -0.041, 0.135], [0.128, 0.137, 0.096], [0.051, 0.098, -0.068], [-0.175, -0.307, -0.135], [0.084, 0.416, 0.354], [0.048, -0.096, 0.035], [-0.122, 0.027, 0.017], [0.007, 0.058, -0.038], [0.005, 0.045, 0.030], [-0.008, -0.030, 0.091], [-0.034, 0.015, -0.002], [-0.061, -0.029, 0.014], [-0.127, -0.016, -0.004], [-0.031, -0.001, 0.026], [0.024, 0.079, -0.041], [0.032, -0.015, 0.042], [0.005, 0.002, -0.030], [0.016, -0.024, 0.061], [-0.106, -0.105, 0.104], [-0.013, 0.135, -0.006], [-0.020, 0.046, -0.363], [-0.209, 0.388, 0.403], [0.014, 0.036, 0.063], [-0.012, -0.081, -0.031], [-0.277, 0.149, 0.079], [0.000, 0.050, 0.003], [-0.145, -0.243, -0.599], [0.440, 0.430, 0.246], [-0.296, -0.449, -0.223], [0.012, 0.014, -0.096], [-0.021, -0.124, 0.289], [0.217, 0.087, -0.090], [0.055, -0.283, 0.032], [0.003, -0.054, -0.156], [-0.017, 0.012, -0.048], [-0.032, -0.011, 0.019], [0.036, -0.062, 0.015], [0.030, -0.051, -0.024], [-0.075, -0.039, 0.015], [-0.035, -0.006, -0.058], [0.041, 0.016, -0.064], [0.005, 0.056, -0.008], [0.020, 0.107, 0.076], [0.043, -0.009, -0.013], [0.053, -0.003, 0.048], [0.031, -0.034, -0.006], [-0.001, -0.040, 0.003], [0.027, -0.026, -0.042], [0.034, 0.027, 0.022], [0.005, -0.050, 0.046], [0.029, 0.009, -0.029], [-0.005, 0.047, -0.063], [0.028, 0.023, 0.015], [-0.004, 0.082, 0.048], [-0.015, 0.026, 0.058], [0.067, 0.038, 0.004], [0.025, -0.005, 0.016], [-0.029, -0.021, 0.028], [-0.004, -0.034, -0.038], [0.135, 0.093, -0.067], [0.208, 0.148, -0.071], [-0.303, -0.214, 0.114], [0.098, -0.023, 0.026], [0.055, -0.062, 0.045], [0.158, 0.149, -0.112], [-0.033, 0.021, 0.003], [-0.022, 0.106, -0.048], [-0.291, -0.283, 0.188], [-0.334, 0.185, -0.268], [0.018, 0.022, -0.025], [-0.031, -0.014, -0.006], [-0.022, -0.024, -0.007], [0.034, 0.006, -0.015], [0.482, -0.260, 0.100], [-0.639, 0.341, -0.768], [-0.801, 0.161, -0.128], [0.256, -0.222, -0.017], [-0.115, 0.003, -0.011], [0.101, 0.042, -0.023], [-0.004, -0.031, 0.030], [-0.023, -0.021, -0.011], [0.004, -0.020, -0.004], [-0.034, 0.143, 0.010], [0.017, 0.178, 0.012], [0.016, 0.009, 0.009], [-0.001, 0.015, -0.013], [0.055, -0.056, 0.010], [-0.050, 0.010, 0.010], [-0.001, -0.027, -0.030], [0.006, 0.021, -0.020], [-0.001, 0.003, 0.035], [-0.040, -0.050, 0.027], [-0.020, -0.016, -0.021], [-0.002, -0.002, -0.054], [-0.091, 0.049, 0.031], [0.008, 0.012, -0.012], [-0.038, 0.044, -0.024], [-0.015, 0.010, 0.009], [0.020, -0.027, 0.046]], "e_lumo_ev": [-3.65, -3.65], "homo_energy_ev": [-9.6, -9.6], "total_charge": 1}

---

What calculated total energy values result from the calculations? In sequence: -159507.7965 -76637.8315 eV.
What energy above the lowest of the compared OMol25 structures with the same formula, charge and spin values result from the calculations? In sequence: 1.002 2.786 eV.